1.
An isolated ion of composition C5H10NO and charge +1. Source: the OMol25 dataset; level of theory: ωB97M-V with the def2-TZVPD basis set.

Geometry as XYZ:
```
17
Properties=species:S:1:pos:R:3:nbo_charge:R:1
C 2.58 1.19 0.39 -0.084
C 1.88 0.26 0.34 -0.152
C 1.14 -1.11 0.20 0.239
O 1.66 -2.00 -0.69 -0.680
N -0.29 -0.75 -0.24 -0.507
C -0.88 0.36 0.45 -0.243
C -2.25 0.80 0.00 -0.665
H 2.91 2.17 0.20 0.259
H 0.85 -1.73 1.06 0.225
H 2.39 -1.61 -1.32 0.526
H -0.88 -1.51 -0.40 0.440
H -0.08 -0.51 -1.24 0.428
H -0.88 0.11 1.45 0.223
H -0.18 1.27 0.26 0.253
H -3.19 0.26 0.04 0.252
H -2.55 1.72 0.57 0.263
H -2.23 1.10 -1.09 0.224
```

Output
charge	+1
SMILES	C#C[C@H](O)[NH2+]CC
LUMO energy	-3.35	eV

2.
An isolated ion of composition C5H10NO and charge +1. Source: the OMol25 dataset; level of theory: ωB97M-V with the def2-TZVPD basis set.

Geometry as XYZ:
```
17
Properties=species:S:1:pos:R:3:nbo_charge:R:1
C 1.81 -2.20 -1.06 -0.362
C 1.38 -1.20 -0.30 -0.208
C -0.09 -0.45 -0.20 -0.008
O -0.40 -0.06 -1.52 -0.710
C -0.54 0.77 0.66 0.508
C -1.16 1.95 0.09 -0.738
N -0.55 0.67 1.92 -0.614
H 2.87 -2.38 -0.91 0.257
H 1.01 -2.64 -1.66 0.214
H 2.15 -0.81 0.47 0.200
H -0.87 -1.15 -0.03 0.226
H -0.72 -0.81 -2.02 0.497
H -0.53 2.06 -0.88 0.308
H -1.19 2.83 0.71 0.257
H -2.26 1.87 -0.14 0.308
H 0.01 0.05 2.44 0.433
H -0.91 1.50 2.44 0.431
```

Output
charge	+1
SMILES	C=C[C@H](O)C(C)=[NH2+]
LUMO energy	-4.68	eV

3.
A 2-piece molecular cluster, C5H10NO overall. Source: the OMol25 dataset; level of theory: ωB97M-V with the def2-TZVPD basis set.

Geometry as XYZ:
```
17
Properties=species:S:1:pos:R:3:nbo_charge:R:1
C 0.28 -1.64 0.12 0.306
C -0.22 -0.77 -0.61 -0.460
C -1.72 1.31 -0.51 0.327
C -0.65 3.33 -1.04 -0.278
C 1.97 -2.73 1.50 -0.412
N 0.62 -2.44 1.07 -0.553
O -1.10 2.35 -0.12 -0.362
H -0.36 -0.60 -1.64 0.242
H -1.32 3.41 -1.90 0.207
H -1.98 1.17 -1.55 0.196
H -2.17 0.71 0.26 0.230
H 0.36 3.10 -1.37 0.227
H -0.62 4.28 -0.50 0.239
H 2.69 -2.15 0.92 0.228
H 2.09 -2.49 2.56 0.220
H 2.19 -3.79 1.37 0.222
H -0.08 -3.06 1.45 0.421
```

Output
charge	+1
LUMO energy (spin up / spin down)	-5.09 / -5.09	eV

Least stable structure: 3

1.
A 2-piece molecular cluster, C5H10NO overall. Source: the OMol25 dataset; level of theory: ωB97M-V with the def2-TZVPD basis set.

Geometry as XYZ:
```
17
Properties=species:S:1:pos:R:3:nbo_charge:R:1
C 0.42 -2.26 0.05 -0.374
C -1.73 -0.47 0.93 0.466
C 0.13 -1.01 0.07 -0.063
C 0.85 1.30 0.74 -0.640
C 0.72 0.28 -0.38 -0.146
N -0.27 0.80 -1.30 -0.704
O -2.18 0.57 0.62 -0.517
H 1.44 -2.50 -0.49 0.226
H -0.21 -3.08 0.26 0.245
H -2.18 -1.21 1.52 0.165
H 1.53 0.93 1.47 0.255
H 1.32 2.27 0.34 0.233
H 0.01 1.49 1.36 0.242
H 1.66 0.06 -0.80 0.239
H -1.13 0.73 -0.67 0.478
H -0.30 0.26 -2.16 0.443
H -0.07 1.83 -1.59 0.452
```

Output
charge	+1
LUMO energy	-3.57	eV

2.
A 2-piece molecular cluster, C5H10NO overall. Source: the OMol25 dataset; level of theory: ωB97M-V with the def2-TZVPD basis set.

Geometry as XYZ:
```
17
Properties=species:S:1:pos:R:3:nbo_charge:R:1
C -3.53 1.03 -0.13 0.151
C 0.12 1.48 -0.73 -0.655
C 1.80 -1.89 1.42 -0.760
C -0.09 0.05 -1.10 -0.118
C 1.19 -0.76 0.77 0.537
N -2.52 0.78 0.26 -0.384
O 0.61 -0.92 -0.34 -0.330
H -4.35 1.30 -0.69 0.238
H -0.11 1.72 0.28 0.229
H 1.22 1.68 -0.95 0.221
H -0.57 2.07 -1.44 0.265
H 1.28 -2.11 2.36 0.307
H 2.93 -1.71 1.72 0.308
H 1.89 -2.73 0.67 0.276
H 0.05 -0.02 -2.25 0.242
H -1.15 -0.19 -1.15 0.255
H 1.23 0.23 1.30 0.218
```

Output
charge	+1
LUMO energy	-5.25	eV

Least stable structure: 1

1.
A 2-piece molecular cluster, C5H10NO overall. Source: the OMol25 dataset; level of theory: ωB97M-V with the def2-TZVPD basis set.

Geometry as XYZ:
```
17
Properties=species:S:1:pos:R:3:nbo_charge:R:1
C -1.31 0.09 -1.24 -0.019
C -2.05 0.06 -0.16 0.042
C 2.12 -0.41 -0.40 -0.645
C -0.23 1.49 0.60 -0.425
C 0.04 -0.92 0.70 0.322
N -0.59 0.20 0.11 -0.288
O -0.34 -2.13 0.35 -0.626
H -1.00 0.42 -2.25 0.307
H -2.85 -0.31 0.41 0.282
H 2.42 0.31 0.41 0.206
H 2.65 -1.39 -0.61 0.244
H 1.80 0.26 -1.25 0.182
H -0.87 2.26 0.15 0.255
H -0.08 1.28 1.77 0.244
H 0.75 1.68 0.28 0.238
H 0.16 -0.81 1.71 0.195
H -0.61 -2.08 -0.58 0.485
```

Output
charge	+1
LUMO energy (spin up / spin down)	-4.78 / -4.78	eV

2.
An isolated ion of composition C5H10NO and charge +1. Source: the OMol25 dataset; level of theory: ωB97M-V with the def2-TZVPD basis set.

Geometry as XYZ:
```
17
Properties=species:S:1:pos:R:3:nbo_charge:R:1
C 2.40 -0.81 -0.63 -0.292
C 1.35 -0.29 0.01 -0.035
C 0.77 0.46 1.13 -0.452
C -0.11 -0.07 -0.26 0.036
N -0.73 1.09 -0.97 -0.723
C -1.23 -0.93 0.17 -0.126
O -2.23 0.02 0.69 -0.704
H 2.18 -1.30 -1.65 0.235
H 3.32 -0.86 -0.14 0.233
H 0.65 -0.23 1.91 0.248
H 1.05 1.52 1.19 0.251
H -0.42 1.98 -0.70 0.434
H -1.77 0.94 -0.52 0.481
H -0.60 0.97 -1.99 0.444
H -1.16 -1.63 1.06 0.255
H -1.69 -1.43 -0.73 0.224
H -1.77 0.55 1.42 0.492
```

Output
charge	+1
SMILES	C=C1C[C@]1([NH3+])CO
LUMO energy	-3.42	eV

3.
An isolated ion of composition C5H10NO and charge +1. Source: the OMol25 dataset; level of theory: ωB97M-V with the def2-TZVPD basis set.

Geometry as XYZ:
```
17
Properties=species:S:1:pos:R:3:nbo_charge:R:1
C 2.86 0.81 0.64 0.414
N 2.15 0.03 0.20 -0.228
C 0.85 -0.83 -0.13 0.320
C 1.10 -2.10 0.65 -0.644
O -0.18 -0.12 0.31 -0.489
C -0.93 0.71 -0.59 -0.071
C -1.87 1.57 0.24 -0.626
H 3.54 1.51 1.06 0.293
H 0.94 -0.94 -1.22 0.220
H 1.16 -1.88 1.72 0.243
H 2.01 -2.59 0.32 0.241
H 0.26 -2.77 0.49 0.261
H -0.26 1.33 -1.20 0.181
H -1.50 0.05 -1.26 0.198
H -2.45 0.94 0.91 0.232
H -1.30 2.28 0.84 0.217
H -2.54 2.11 -0.41 0.239
```

Output
charge	+1
SMILES	C#[N+][C@@H](C)OCC
LUMO energy	-4.17	eV

Least stable structure: 1

1.
C4H10N2O2 as an isolated structure. Source: the OMol25 dataset; level of theory: ωB97M-V with the def2-TZVPD basis set.

Geometry as XYZ:
```
18
Properties=species:S:1:pos:R:3:nbo_charge:R:1
C 0.79 0.67 -0.71 0.479
C -0.59 1.14 -0.19 -0.577
C -0.96 -1.08 1.26 -0.329
C -1.10 0.44 1.06 0.601
N 1.26 1.54 -1.73 -0.864
N 0.20 -1.71 0.60 -0.805
O 1.65 0.30 0.19 -0.824
O -1.70 1.05 1.91 -0.523
H 1.12 -0.99 0.71 0.485
H 0.36 -0.52 -1.35 -0.137
H 2.27 1.59 -1.73 0.384
H 0.94 1.30 -2.66 0.371
H 0.30 -2.69 0.82 0.410
H 0.11 -1.46 -0.52 0.396
H -1.35 1.02 -0.96 0.230
H -0.51 2.20 0.06 0.250
H -1.89 -1.53 0.90 0.219
H -0.90 -1.25 2.34 0.234
```

Output
charge	0
LUMO energy	0.41	eV

2.
The molecule C4H10N2O2. Source: the OMol25 dataset; level of theory: ωB97M-V with the def2-TZVPD basis set.

Geometry as XYZ:
```
18
Properties=species:S:1:pos:R:3:nbo_charge:R:1
O -0.64 1.28 1.62 -0.563
C 0.29 0.50 1.42 0.255
N 1.05 0.54 0.15 -0.418
C 0.38 1.32 -0.82 -0.109
N 0.72 0.77 -2.17 -0.829
C -0.18 -1.09 1.45 -0.327
C -0.91 -1.33 0.17 -0.125
O -0.02 -1.44 -0.84 -0.685
H 1.09 -0.46 -0.21 0.434
H 0.62 2.39 -0.90 0.235
H -0.72 1.30 -0.81 0.213
H 0.20 1.32 -2.84 0.345
H 0.25 -0.14 -2.13 0.394
H 0.76 -1.60 1.31 0.238
H -0.91 -1.12 2.26 0.254
H -1.56 -0.45 -0.01 0.180
H -1.54 -2.23 0.18 0.255
H 1.12 0.45 2.17 0.253
```

Output
charge	0
LUMO energy	-3.14	eV

3.
A 2-piece molecular cluster, C4H10N2O2 overall. Source: the OMol25 dataset; level of theory: ωB97M-V with the def2-TZVPD basis set.

Geometry as XYZ:
```
18
Properties=species:S:1:pos:R:3:nbo_charge:R:1
C 1.29 1.87 -0.32 -0.744
C 1.10 1.50 1.12 0.672
N -0.21 1.36 1.56 -0.844
O 2.03 1.38 1.89 -0.626
H 1.08 2.93 -0.44 0.230
H 0.55 1.38 -0.99 0.256
H 2.23 1.60 -0.79 0.236
H -0.38 1.17 2.53 0.405
H -0.89 1.67 0.88 0.410
C -0.82 -1.88 0.48 -0.735
C -0.81 -1.14 -0.81 0.682
N -0.52 -1.79 -1.97 -0.825
O -0.97 0.07 -0.82 -0.647
H -0.07 -2.66 0.64 0.233
H -1.77 -2.39 0.66 0.234
H -0.72 -1.10 1.22 0.261
H -0.36 -1.21 -2.78 0.407
H -0.77 -2.76 -2.06 0.394
```

Output
charge	0
SMILES	CC(N)=O.CC(N)=O
LUMO energy	0.70	eV

Least stable structure: 2

1.
C3H12N3O as an isolated structure. Source: the OMol25 dataset; level of theory: ωB97M-V with the def2-TZVPD basis set.

Geometry as XYZ:
```
19
Properties=species:S:1:pos:R:3:nbo_charge:R:1
C -1.53 0.28 0.51 -0.243
C -0.16 0.98 0.73 -0.069
C 1.49 -0.04 0.37 0.250
N -1.22 -0.68 -0.57 -0.820
N 0.02 1.94 -0.26 -0.885
N 1.04 -1.47 0.10 -0.790
O 2.07 0.51 -0.71 -0.685
H -2.25 1.21 0.14 0.189
H -1.95 -0.10 1.41 0.239
H -0.07 1.34 1.72 0.199
H 1.99 0.08 1.25 0.177
H -2.00 -1.31 -0.76 0.413
H -1.12 -0.12 -1.46 0.400
H -0.93 2.12 -0.69 0.396
H 0.70 2.69 0.02 0.430
H 1.94 -1.83 -0.32 0.451
H 0.68 -1.84 0.94 0.412
H 0.07 -1.23 -0.43 0.442
H 1.27 0.92 -1.17 0.494
```

Output
charge	+1
LUMO energy	-3.01	eV

2.
A 2-piece molecular cluster, C3H12N3O overall. Source: the OMol25 dataset; level of theory: ωB97M-V with the def2-TZVPD basis set.

Geometry as XYZ:
```
19
Properties=species:S:1:pos:R:3:nbo_charge:R:1
C 1.45 1.82 -0.09 -0.429
C 0.45 0.03 1.30 0.677
N 0.71 0.58 0.11 -0.545
N 1.05 0.46 2.39 -0.761
N -0.39 -0.97 1.38 -0.762
H 0.04 0.34 -0.59 0.426
H 1.19 2.18 -1.07 0.243
H 2.52 1.66 0.03 0.224
H 1.65 1.27 2.40 0.426
H 0.76 0.15 3.29 0.421
H -0.57 -1.58 0.58 0.450
H -0.30 -1.50 2.23 0.402
H 1.14 2.58 0.64 0.206
C -1.72 -0.85 -2.27 -0.249
O -0.99 -1.72 -1.41 -0.771
H -1.41 -2.59 -1.38 0.489
H -1.12 0.05 -2.38 0.167
H -2.73 -0.68 -1.89 0.189
H -1.73 -1.22 -3.27 0.196
```

Output
charge	+1
LUMO energy	-2.80	eV

Least stable structure: 1

1.
A 2-piece molecular cluster, C3H12N3O overall. Source: the OMol25 dataset; level of theory: ωB97M-V with the def2-TZVPD basis set.

Geometry as XYZ:
```
19
Properties=species:S:1:pos:R:3:nbo_charge:R:1
C -0.64 -1.28 2.50 -0.268
O -0.13 -1.81 1.27 -0.773
H 0.10 -2.71 1.38 0.502
H -0.21 -0.36 2.68 0.162
H -1.73 -1.05 2.35 0.190
H -0.53 -1.83 3.45 0.220
C 0.77 2.18 0.26 -0.409
C -0.03 0.30 -1.16 0.683
N 0.18 0.84 0.11 -0.573
N 0.34 0.98 -2.27 -0.761
N -0.49 -0.96 -1.23 -0.751
H 0.11 0.22 0.92 0.439
H 0.60 1.91 -2.16 0.415
H 0.13 0.59 -3.18 0.428
H -0.40 -1.49 -0.47 0.429
H -0.68 -1.35 -2.25 0.421
H 0.91 2.70 -0.53 0.195
H 1.78 2.08 0.54 0.215
H 0.24 2.58 1.17 0.236
```

Output
charge	+1
LUMO energy	-2.80	eV

2.
A 2-piece molecular cluster, C3H12N3O overall. Source: the OMol25 dataset; level of theory: ωB97M-V with the def2-TZVPD basis set.

Geometry as XYZ:
```
19
Properties=species:S:1:pos:R:3:nbo_charge:R:1
C -1.58 0.49 0.29 -0.423
C 0.69 0.68 1.27 0.678
N -0.30 -0.05 0.80 -0.569
N 0.46 1.78 1.98 -0.770
N 1.95 0.48 0.78 -0.760
H -0.18 -0.99 0.41 0.449
H -2.32 -0.27 0.00 0.254
H -1.46 1.17 -0.54 0.218
H -0.28 1.95 2.64 0.432
H 1.07 2.58 1.89 0.427
H 1.90 -0.20 0.04 0.413
H 2.78 0.58 1.34 0.430
H -2.00 0.99 1.18 0.210
C -0.56 -1.30 -2.87 -0.257
O -0.52 -1.86 -1.57 -0.759
H -0.02 -2.68 -1.65 0.480
H -0.78 -1.96 -3.68 0.201
H 0.54 -1.14 -3.19 0.156
H -1.04 -0.33 -2.74 0.191
```

Output
charge	+1
LUMO energy	-2.99	eV

Least stable structure: 1

1.
The molecule CH3NOS. Source: the OMol25 dataset; level of theory: ωB97M-V with the def2-TZVPD basis set.

Geometry as XYZ:
```
7
Properties=species:S:1:pos:R:3:nbo_charge:R:1
C -0.81 -0.15 -0.04 -0.427
N 0.80 0.32 0.05 0.033
O 1.10 1.46 0.26 -0.328
S 1.87 -0.87 -0.18 0.040
H -0.87 0.02 -1.05 0.212
H -1.44 0.50 0.61 0.225
H -0.65 -1.27 0.34 0.246
```

Output
charge	0
SMILES	C[N+]([O-])=S
LUMO energy	-0.59	eV

2.
A 2-piece molecular cluster, CH3NOS overall. Source: the OMol25 dataset; level of theory: ωB97M-V with the def2-TZVPD basis set.

Geometry as XYZ:
```
7
Properties=species:S:1:pos:R:3:nbo_charge:R:1
C -0.33 0.68 -0.13 -0.046
N 0.18 -0.39 0.22 -0.262
O 1.56 -0.68 0.10 -0.527
S -3.16 -0.02 0.08 -0.195
H 0.39 1.46 -0.42 0.139
H -0.45 -1.06 0.58 0.429
H 1.82 0.02 -0.42 0.461
```

Output
charge	0
LUMO energy (spin up / spin down)	-1.72 / -1.70	eV

Least stable structure: 2

1.
The molecule CH3NOS. Source: the OMol25 dataset; level of theory: ωB97M-V with the def2-TZVPD basis set.

Geometry as XYZ:
```
7
Properties=species:S:1:pos:R:3:nbo_charge:R:1
C 0.58 -0.30 -0.17 -0.444
N -0.63 0.36 0.21 -0.135
O -1.84 -0.34 -0.25 -0.447
S -0.73 1.70 1.02 0.317
H 1.42 0.32 0.13 0.223
H 0.58 -0.46 -1.25 0.244
H 0.62 -1.27 0.32 0.242
```

Output
charge	0
SMILES	C[N+]([O-])=S
LUMO energy (spin up / spin down)	-1.69 / -1.69	eV

2.
The molecule CH3NOS. Source: the OMol25 dataset; level of theory: ωB97M-V with the def2-TZVPD basis set.

Geometry as XYZ:
```
7
Properties=species:S:1:pos:R:3:nbo_charge:R:1
O -1.43 -0.82 0.06 -0.552
N -1.13 0.48 -0.17 -0.236
C 0.05 0.83 0.06 -0.096
S 1.32 -0.23 0.01 -0.188
H -0.51 -1.23 -0.20 0.471
H -1.82 1.18 0.46 0.391
H 0.23 1.87 -0.04 0.209
```

Output
charge	0
SMILES	ONC=S
LUMO energy	0.34	eV

Least stable structure: 1